[1]
Entry from the Open Molecules 2025 dataset: C22H19Co2N2O6S as an isolated structure (the ωB97M-V functional and the def2-TZVPD basis).

For the HOMO energy, the calculation gives -1.299 eV. The total energy comes out at -124470.6002 eV. The lowest unoccupied orbital energy comes out at 1.84 eV. The value obtained for the energy above the lowest of the compared OMol25 structures with the same formula, charge and spin is 81.69 kcal/mol.

Structure (ORCA input):
```
! wB97M-V def2-TZVPD RIJCOSX def2/J DEFGRID3
* xyz -1 1
C -2.4370 -3.7149 -0.0364
C -2.1309 -2.2717 -0.4136
N -0.7849 -1.8861 0.0506
C 0.2053 -2.7355 -0.3162
N -0.0193 -4.0424 -0.5813
C -1.3920 -4.5414 -0.7872
C 1.0084 -4.9876 -0.9897
C 2.2701 -4.5955 -0.2288
C 2.8083 -3.2641 -0.7226
S 1.6924 -1.9132 -0.3123
H -2.3442 -3.8879 1.0634
H -3.4567 -4.0250 -0.3542
H -2.1594 -2.0749 -1.5095
H -2.8239 -1.5839 0.0664
H -1.3486 -5.5701 -0.3864
H -1.6232 -4.5217 -1.8823
H 0.5956 -5.9728 -0.7220
H 1.1581 -4.9192 -2.0837
H 2.0633 -4.5471 0.8530
H 2.9799 -5.3951 -0.4395
H 3.7575 -3.0089 -0.2411
H 2.9027 -3.2681 -1.8147
O -1.0140 3.7957 -2.7774
C -0.1402 3.4034 -2.1489
Co 1.1634 2.8183 -1.1575
C 2.1853 2.1642 -2.4368
O 2.8132 1.8263 -3.3174
C 1.9245 4.3497 -0.7722
O 2.3916 5.4198 -0.7485
C -0.0184 2.1867 0.3182
C -1.1123 3.0517 0.8185
C -0.7344 4.3647 1.1019
C -1.6816 5.3558 1.3880
C -3.0290 5.0049 1.4722
C -3.4188 3.6620 1.3221
C -2.4656 2.6647 1.0235
C 0.1298 0.7465 0.2404
C -0.8157 -0.3842 0.2744
Co 1.5648 1.5369 0.9050
C 2.1849 3.0586 1.4476
O 2.7283 3.9156 1.9806
C 2.9596 1.0031 -0.0858
O 3.9859 0.7211 -0.4994
C 1.8831 0.6911 2.4366
O 2.2683 0.3297 3.5028
H 0.3318 4.6063 1.0527
H -1.3247 6.3816 1.5380
H -3.7746 5.8015 1.6623
H -4.4793 3.3851 1.4332
H -2.7816 1.6146 0.9434
H -1.0020 -0.5677 1.3846
H -1.6440 -0.1809 -0.5138
*
```

=====

[2]
Entry from the Open Molecules 2025 dataset: one molecule with the formula CH2ClF2NS (the ωB97M-V functional and the def2-TZVPD basis).

For the HOMO energy, the calculation gives -10.820 eV. The total energy comes out at -31350.4602 eV. The lowest unoccupied orbital energy comes out at 0.35 eV. The value obtained for the energy above the lowest of the compared OMol25 structures with the same formula, charge and spin is 21.96 kcal/mol.

Structure (ORCA input):
```
! wB97M-V def2-TZVPD RIJCOSX def2/J DEFGRID3
* xyz 0 1
C 1.0401 0.4833 -0.1020
N 0.3846 -0.5792 0.5381
F -2.3525 -0.3553 1.0053
F -1.4421 -1.2075 -1.0385
S -0.9180 -1.2678 0.4878
Cl 0.0057 1.4802 -1.1712
H 1.9715 0.2727 -0.5849
H 1.3107 1.1735 0.8653
*
```

=====

[3]
Entry from the Open Molecules 2025 dataset: a 5-piece molecular cluster, C34H47Cl2N5O3 overall (the ωB97M-V functional and the def2-TZVPD basis).

For the HOMO energy, the calculation gives -9.008 eV. The total energy comes out at -74636.4073 eV. The lowest unoccupied orbital energy comes out at -1.59 eV.

Structure (ORCA input):
```
! wB97M-V def2-TZVPD RIJCOSX def2/J DEFGRID3
* xyz 0 1
C 4.6041 1.6725 4.1429
C 3.6520 0.9841 3.3316
C 2.9511 0.0257 2.1535
N 2.5027 0.8375 0.9359
C 3.7780 1.6337 0.6692
O 5.0221 1.2186 0.4088
C 3.3920 3.2276 0.6829
C 4.2769 4.5876 0.4461
C 3.5034 6.0614 0.4968
C 1.8534 6.0980 0.7611
C 1.1678 7.6141 0.7452
Cl -0.3639 7.7053 -0.3385
C 0.8393 8.0982 2.3044
C 2.0968 9.0607 2.8303
Cl -0.7581 9.0375 2.3309
C 0.9679 4.7047 1.0070
O -0.4879 4.7457 1.2155
C -0.8879 4.1640 2.5059
C -2.2791 3.2889 2.1969
C -3.5297 4.2987 1.7365
C -4.9078 3.9133 2.5389
C 1.7770 3.2777 0.9646
C 1.2838 1.7247 1.1605
O 0.1090 1.1860 1.4960
H 5.4066 1.9123 4.9938
H 2.0156 -0.4855 2.6740
H 3.7192 -0.7956 1.7533
H 5.4368 4.4629 0.2318
H 4.0868 7.0801 0.3527
H 1.9972 8.3801 0.3584
H 0.8258 7.1393 2.9753
H 1.8176 10.2062 2.7890
H 2.3192 8.8211 3.9739
H 3.0819 8.7995 2.2447
H -1.1704 5.0452 3.2597
H -0.0638 3.5328 3.0458
H -2.5546 2.6070 3.1073
H -2.0266 2.6663 1.2113
H -3.2180 5.4274 1.8240
H -3.7528 4.1124 0.5787
H -5.2716 4.8880 3.1027
H -4.6915 3.0179 3.2637
H -5.7331 3.6349 1.7542
C -0.1105 -2.5722 -0.7267
C -1.0349 -3.3926 0.1673
C -1.1458 -2.8286 1.5853
C 0.2239 -2.8230 2.2442
N 1.3603 -2.8185 2.7909
H 0.9173 -2.5685 -0.3502
H -0.0846 -2.9950 -1.7360
H -0.4550 -1.5343 -0.8001
H -0.6669 -4.4251 0.2054
H -2.0323 -3.4225 -0.2851
H -1.8290 -3.4428 2.1813
H -1.5394 -1.8067 1.5632
C 2.5240 -6.5005 -3.8574
C 2.5502 -5.5479 -2.6662
C 1.5061 -5.8956 -1.6033
C 0.1133 -5.8180 -2.2070
N -1.0422 -5.7535 -2.7079
H 1.5670 -6.4591 -4.3870
H 3.3043 -6.2314 -4.5763
H 2.6969 -7.5343 -3.5370
H 2.3878 -4.5249 -3.0267
H 3.5467 -5.5748 -2.2116
H 1.5745 -5.1934 -0.7658
H 1.6746 -6.9056 -1.2143
C 2.3909 -6.9478 -8.2754
C 3.8239 -6.9327 -8.7979
C 4.5690 -8.2418 -8.5292
C 4.6419 -8.4932 -7.0319
N 4.7025 -8.7016 -5.7898
H 2.3585 -7.0654 -7.1876
H 1.8893 -6.0048 -8.5147
H 1.8167 -7.7644 -8.7280
H 4.3616 -6.0968 -8.3342
H 3.8067 -6.7456 -9.8772
H 5.5849 -8.1856 -8.9342
H 4.0572 -9.0817 -9.0113
C -7.1178 -0.3798 2.9402
C -8.3115 0.0258 3.7991
C -8.4031 1.5378 4.0144
C -7.1533 2.0320 4.7244
N -6.1165 2.4419 5.3135
H -6.1687 -0.1107 3.4145
H -7.1091 -1.4639 2.7896
H -7.1607 0.1013 1.9564
H -8.2412 -0.4843 4.7675
H -9.2312 -0.3236 3.3170
H -9.2811 1.7779 4.6232
H -8.5024 2.0577 3.0554
*
```

=====

[4]
Entry from the Open Molecules 2025 dataset: a 2-piece molecular cluster, C8H8O2S2 overall (the ωB97M-V functional and the def2-TZVPD basis).

For the HOMO energy (alpha / beta), the calculation gives -7.364 / -7.358 eV. The total energy comes out at -34187.4411 eV. The lowest unoccupied orbital energy (alpha / beta) comes out at -0.18 / -0.18 eV. The value obtained for the energy above the lowest of the compared OMol25 structures with the same formula, charge and spin is 78.04 kcal/mol.

Structure (ORCA input):
```
! wB97M-V def2-TZVPD RIJCOSX def2/J DEFGRID3
* xyz 0 1
C 2.7430 -0.5102 0.2573
C 2.1984 0.4578 1.0366
C 2.1691 -0.9088 -0.9869
C 0.9334 0.9839 0.7355
C 0.9980 -0.3414 -1.3491
C 0.3720 0.5809 -0.4376
C -0.9084 1.0338 -0.8619
C -2.4205 -0.3703 0.3858
O -1.5579 1.7898 -1.4800
O -1.9543 -0.1240 1.6770
S -3.9482 0.4928 0.0287
S -2.1743 -2.0336 -0.2020
H 3.7539 -0.7619 0.4438
H 2.7792 0.9944 1.7797
H 2.8152 -1.3597 -1.7294
H 0.3515 1.6373 1.2997
H 0.5481 -0.6445 -2.3005
H -2.4036 -0.7931 2.1478
H -3.4728 1.7775 0.1602
H -0.8217 -1.9009 -0.6048
*
```